Entry 1:
Molecular formula: C41H42ClGe2N3OS2SiW
Method: DFT, ωB97M-V/def2-TZVPD

## Properties
Net charge   +1
HOMO (spin up / spin down)   -0.3719 / -0.4055 Ha
2S+1   4
ΔE to the lowest compared entry with this formula, charge and spin   0.792 eV

```
94
Properties=species:S:1:pos:R:3:forces:R:3
W 1.0457 -0.8506 0.1905 -0.77 -1.55 -0.09
Ge 1.0153 1.7791 -0.1309 -0.50 1.37 0.13
Ge -0.8739 2.6025 1.4241 0.26 -0.28 -0.17
Cl 1.2198 -3.1994 0.5798 -0.12 0.22 0.04
S 3.8295 -0.8669 -3.8927 -0.23 -0.16 0.15
S 1.3926 -0.9382 -2.2003 -0.37 0.14 0.04
Si -2.1988 -1.9560 -0.2969 0.61 0.42 0.11
O -0.8267 -0.9540 -0.0165 -0.10 -0.40 -0.01
N 1.8959 -0.7061 2.1768 -0.12 -0.22 -0.21
N 3.1524 -0.6826 -0.0687 0.89 0.14 -0.14
N 3.8751 -0.6907 -1.2572 -0.41 -0.11 0.20
C -4.3066 -2.0707 3.8706 0.00 -0.01 0.00
C 3.8812 3.5586 2.3916 -0.01 -0.02 0.00
C 3.0975 -0.8316 -2.2791 0.44 0.13 -0.20
C -0.6165 2.0656 3.2839 0.02 0.01 0.10
C 1.6300 2.7605 -2.8332 0.00 -0.01 0.06
C -2.6363 -1.1689 2.4016 0.02 0.08 0.08
C 1.7854 -0.8579 4.5387 -0.05 -0.01 -0.12
C 3.9156 2.4560 -0.1522 0.00 0.05 0.00
C 3.8581 -0.2957 3.4704 -0.15 -0.13 -0.01
C -1.5352 -6.0336 -0.7018 0.01 0.02 0.02
C 3.2172 -0.4601 2.2531 0.33 0.16 -0.05
C -4.5745 0.2655 -3.6247 0.01 0.05 -0.05
C -2.6386 2.0056 0.8745 -0.12 -0.03 -0.10
C 4.9858 -2.2353 -3.6297 0.20 0.08 0.01
C -5.1064 -0.8639 -3.0184 -0.01 -0.03 0.00
C 2.7110 2.4792 0.5582 0.16 -0.08 -0.01
C -1.3667 -3.7524 -2.2661 -0.01 -0.02 0.02
C -1.8486 -4.7965 -0.1588 0.09 0.01 0.06
C -3.3251 0.7326 -3.2458 -0.06 -0.07 0.02
C 5.0756 2.9830 0.3928 0.00 0.00 0.01
C -0.6890 4.5344 1.2493 0.00 0.10 0.01
C 1.3357 3.3428 -4.0539 0.03 0.02 -0.02
C 0.6483 2.6150 -1.8473 0.01 -0.12 -0.21
C -4.0958 -2.8859 1.6179 -0.03 -0.06 -0.04
C 0.0523 3.8028 -4.3162 -0.03 0.02 -0.01
C 2.7212 3.0255 1.8415 0.02 0.01 0.10
C -2.6191 0.0779 -2.2454 0.05 0.05 -0.09
C -0.9346 3.6695 -3.3532 0.04 -0.02 0.02
C 3.8912 -0.4575 0.9696 -0.06 -0.07 0.29
C -3.1395 -1.0518 -1.6170 -0.09 0.05 0.00
C -3.2602 -1.1894 3.6406 -0.01 -0.01 0.00
C -3.0311 -2.0169 1.3667 -0.10 0.03 0.07
C 1.1992 -0.9673 3.2898 0.22 0.24 0.10
C 3.1200 -0.4837 4.6288 0.02 0.02 0.02
C -0.6390 3.0684 -2.1362 -0.06 0.05 -0.02
C -4.3904 -1.5202 -2.0304 -0.01 0.02 0.02
C -1.7650 -3.6361 -0.9295 -0.05 -0.09 -0.14
C -4.7259 -2.9159 2.8534 0.00 0.00 0.02
C -1.0376 -4.9843 -2.8082 0.00 0.00 0.04
C -1.1255 -6.1260 -2.0235 0.02 -0.03 -0.04
C 5.0610 3.5390 1.6664 0.03 0.00 0.00
H 4.9111 -0.0556 3.4941 0.02 -0.01 0.02
H -3.0664 2.6684 0.1232 0.01 0.02 0.00
H -1.3205 -2.8718 -2.8978 -0.01 0.04 -0.01
H 0.1655 -1.2641 3.1673 -0.04 -0.01 -0.03
H 1.8172 3.0499 2.4382 -0.01 -0.03 -0.05
H -3.2767 2.0307 1.7603 -0.02 -0.01 -0.02
H 5.5698 -2.3142 -4.5449 -0.03 0.01 -0.01
H 4.9602 -0.3268 0.8615 -0.01 0.04 0.03
H 1.1945 -1.0682 5.4180 0.02 0.01 0.03
H -0.7265 -5.0571 -3.8421 0.00 0.00 0.00
H -1.8431 -0.4496 2.2339 0.05 -0.02 -0.05
H -1.4385 2.9709 -1.4123 0.00 -0.08 0.04
H 3.5874 -0.3674 5.5971 0.01 -0.01 0.00
H -2.1393 -4.7381 0.8838 -0.02 0.02 -0.01
H -2.9393 -0.5104 4.4218 0.00 -0.01 0.01
H 5.9667 3.9547 2.0878 0.01 0.01 0.00
H -5.5453 -3.6022 3.0215 -0.01 0.00 0.01
H -0.5368 0.9880 3.4019 -0.02 -0.03 -0.01
H 0.2389 4.8985 1.6861 0.01 -0.01 0.01
H 0.2499 2.5292 3.7523 -0.01 0.01 0.00
H 2.6411 2.4171 -2.6619 0.03 -0.03 0.02
H 4.4494 -3.1660 -3.4633 -0.05 0.03 0.00
H -4.8147 -2.4140 -1.5853 0.00 0.00 0.03
H -4.7982 -2.0957 4.8341 0.00 0.01 0.00
H -0.8796 -7.0916 -2.4463 0.00 0.00 0.00
H -1.6374 0.4450 -1.9697 0.03 0.04 0.05
H 3.8599 3.9853 3.3862 -0.01 0.02 0.00
H -2.6466 0.9930 0.4790 0.03 0.01 -0.01
H 5.9940 2.9628 -0.1794 0.01 -0.01 0.00
H -1.9368 4.0298 -3.5456 -0.01 0.01 0.00
H 3.9755 2.0031 -1.1327 -0.03 0.00 -0.03
H -0.1750 4.2645 -5.2679 0.00 0.00 0.00
H -1.5112 2.3903 3.8200 0.01 0.01 0.03
H -1.5324 4.9746 1.7864 0.02 0.07 -0.02
H -6.0752 -1.2366 -3.3240 0.00 0.00 0.01
H -0.7314 4.8440 0.2069 -0.02 0.00 0.00
H -5.1309 0.7747 -4.4013 0.00 0.00 0.00
H -1.6041 -6.9254 -0.0928 0.00 0.00 0.01
H -4.4453 -3.5608 0.8442 0.03 0.00 -0.02
H 5.6508 -2.0174 -2.7995 0.00 0.01 0.00
H -2.8974 1.5977 -3.7334 0.03 0.03 -0.01
H 2.1106 3.4438 -4.8024 0.00 -0.01 0.00
```
Forces are in eV/Å.



Entry 2:
Molecular formula: C2H6FFeO2
Method: DFT, ωB97M-V/def2-TZVPD

## Properties
Net charge   +1
HOMO (spin up / spin down)   -0.5840 / -0.5492 Ha
2S+1   5

```
12
Properties=species:S:1:pos:R:3:forces:R:3
Fe -0.0184 -1.8487 -0.9270 0.39 -1.18 0.49
F -0.1035 -3.1550 0.2464 0.13 0.01 -0.38
O 0.4056 -0.0757 0.0180 -0.43 -0.60 -0.70
O -1.5404 -0.5435 -0.9822 0.39 0.90 1.56
C 1.4110 0.7174 0.6396 0.38 0.61 0.39
C -0.9014 0.4252 -0.0379 -0.50 0.72 -1.28
H 1.5576 1.6298 0.0489 0.01 -0.14 0.22
H -1.9433 -0.1244 -1.7504 -0.16 0.32 0.07
H 2.3261 0.1209 0.6439 -0.25 0.15 0.09
H -0.9490 1.4053 -0.5290 0.16 -0.09 0.19
H 1.0886 0.9540 1.6614 0.25 -0.03 -0.21
H -1.3329 0.4946 0.9684 -0.38 -0.66 -0.43
```
Forces are in eV/Å.



Entry 3:
Molecular formula: C5H9N2
Method: DFT, ωB97M-V/def2-TZVPD

## Properties
Net charge   +1
HOMO   -0.4936 Ha
2S+1   1
ΔE to the lowest compared entry with this formula, charge and spin   7.818 eV

```
16
Properties=species:S:1:pos:R:3:forces:R:3
N 1.0846 0.3842 -0.1582 -2.01 -0.08 -2.81
N -1.0158 -0.9388 0.0437 -0.25 2.94 -0.03
C -1.3846 1.0688 -0.1280 -1.41 2.50 0.67
C -3.5450 -0.3990 -0.0352 -1.72 -0.19 0.11
C -2.2786 -0.1993 -0.0091 4.00 0.71 -0.96
C 1.9970 -0.7363 -0.1630 1.68 -2.42 -1.10
C -0.2955 0.3068 0.5217 1.10 -2.47 1.00
H 1.6904 1.1244 0.1405 -0.32 1.29 0.32
H 0.7435 0.5559 -1.1486 1.15 0.02 1.03
H 2.9738 -0.4761 -0.6082 -0.65 0.39 -0.03
H 2.2414 -1.0291 0.8095 0.15 -0.14 1.85
H 1.7294 -1.6938 -0.6507 -0.79 1.00 -0.09
H -1.1201 1.3390 -1.1870 -0.77 0.07 1.02
H -1.0774 -1.8380 0.3939 0.58 -2.05 1.52
H -0.0820 0.6379 1.5864 -0.62 -1.24 -0.87
H -1.6611 1.8933 0.5922 -0.13 -0.35 -1.64
```
Forces are in eV/Å.